# C72H175N13O13

13 unconnected molecules or ions with the total composition C72H175N13O13 in a non-equilibrium geometry (wB97M-V/def2-TZVPD, OMol25).

Summary:
* E_tot: -123480.200 eV
* ΔE to the lowest compared entry with this formula, charge and spin: 232.03 kJ/mol
* Kohn-Sham gap: 8.5 eV
* max |F|: 2.74 eV/Å

The geometry in XYZ format:
```
273
Properties=species:S:1:pos:R:3:forces:R:3
O -0.4512 -0.1242 1.9093 0.18 -0.52 -0.80
O 1.4952 -1.0781 -7.0525 0.75 -0.99 1.04
O 4.2965 4.8430 -0.5722 0.27 0.22 0.74
O -4.9910 1.0677 1.1617 -0.10 0.96 -0.85
O -6.8992 3.8209 5.5535 0.52 -0.51 0.61
O -1.1348 6.4170 3.6312 -0.42 -0.10 0.85
O -4.2052 -2.5614 -5.6597 -0.10 -0.16 0.31
O 6.2724 1.5144 -2.5929 -0.41 0.04 -1.39
O 2.0065 -6.6169 -4.3802 -0.01 -0.22 -0.33
O 1.2529 -1.9611 3.2657 1.22 0.42 -1.02
O -0.3194 4.2189 -4.6799 0.20 1.06 -1.24
O -5.0670 -1.5636 1.6326 -0.77 0.90 -0.48
O 7.2634 -2.5922 1.0097 0.96 1.23 -0.05
N 3.1335 7.0900 0.5742 0.02 0.80 0.79
N 5.3906 3.7424 -5.3309 0.22 0.23 0.52
N -0.8564 5.7722 2.4225 0.48 0.33 -0.82
N -6.0528 1.4673 4.3258 -0.10 -0.42 -1.71
N -4.7284 -4.0411 4.3791 -0.35 -1.10 -0.40
N 6.6588 -3.8280 1.1538 -0.38 -1.89 -0.68
N 0.1954 -2.4636 3.9896 -1.55 -0.67 0.82
N 1.2972 -0.9245 -1.2771 1.22 0.83 0.36
N -0.8369 -1.6954 -4.5540 1.08 -1.25 -0.97
N 4.2718 -3.4054 -6.4266 0.48 -0.17 0.45
N 0.2717 -4.1298 -2.2086 0.17 1.30 -1.04
N -5.7100 1.2144 -0.0747 -0.96 -0.45 0.69
N -0.5268 1.1877 -2.7601 0.52 0.71 -1.14
C -4.5425 -2.4170 2.6245 2.05 0.15 -0.77
C 1.0729 -4.7503 3.5158 -0.43 -0.92 -0.70
C -0.1717 -3.8390 3.4772 0.78 1.37 2.21
C 4.4999 -4.9867 1.2290 1.63 0.11 0.01
C -6.4585 3.4601 0.8015 0.76 -0.88 0.68
C 1.6371 -7.3372 -5.5788 0.30 -0.16 1.04
C 6.5239 -5.9397 2.4216 -1.26 0.88 0.89
C -0.7179 3.7523 0.3589 -0.57 0.75 -0.05
C 7.1480 -3.7391 3.6777 0.80 -0.61 -0.05
C -3.7959 2.4948 -0.9554 0.75 1.46 0.47
C -1.7692 0.0801 2.3650 0.31 1.05 0.78
C 2.8096 -1.6265 -7.2796 -0.02 1.69 -0.75
C -1.8213 -1.9645 -5.5742 -0.41 -1.21 -0.14
C -5.8722 -2.0604 0.5559 -0.02 -0.70 1.45
C 4.7074 -2.5195 1.9437 -0.48 0.67 -0.38
C -0.8731 2.9866 -4.3279 0.05 0.50 1.19
C -0.7462 -3.6814 2.1160 -0.07 -1.11 -1.79
C -0.3535 -0.2883 0.4950 1.30 -0.85 0.28
C 6.5331 4.3509 -3.2431 0.38 0.27 -0.74
C 7.2252 -4.5435 2.3503 -0.27 -0.26 -1.06
C -1.5162 5.1169 0.2250 -0.07 -1.22 0.22
C -7.6639 2.2840 -1.2068 0.69 0.58 0.13
C -5.1792 2.1046 5.2741 -0.35 1.05 0.16
C -6.8694 2.0876 0.1697 -0.52 0.89 -1.21
C 4.8903 -3.0581 -0.4421 -0.53 -0.79 0.94
C 0.9565 -5.7857 -3.8529 -1.23 -1.79 -1.33
C -2.0904 5.7061 1.5787 1.52 -1.67 -0.43
C 1.4546 1.8998 -4.0532 -0.49 -0.56 -0.44
C 4.9994 -5.7451 2.4768 -0.33 0.96 0.71
C -1.0302 -4.2448 5.9273 0.25 -0.17 -0.99
C 5.7203 0.3759 -1.9995 0.52 -0.35 1.35
C 2.2472 0.1314 0.9009 -1.99 -1.18 -0.60
C 4.5782 3.4757 -0.5740 0.68 -0.67 -1.24
C 5.1069 5.5540 0.3507 -1.02 -0.25 1.02
C -5.4719 -2.9831 3.6234 -0.96 -1.15 0.97
C 6.2696 3.2425 -4.2702 -1.25 0.33 0.59
C -7.8687 1.3817 1.1082 0.75 0.35 0.06
C 5.4891 2.0806 -3.6724 0.85 -0.68 0.96
C 0.1672 2.3304 -3.3984 -1.30 -0.18 -0.29
C -5.6502 1.5806 -2.4327 -1.36 1.58 -1.28
C 0.4488 4.1773 1.2510 1.02 -1.70 -0.99
C 2.0799 -5.6424 -1.5161 0.65 0.02 -0.69
C -1.3289 -4.3784 4.4061 0.77 -0.40 0.00
C -5.9316 -1.9498 4.6496 -0.84 -1.08 -0.43
C 0.4943 -2.2757 5.4306 -1.52 -0.46 0.56
C -3.7652 1.8593 4.8198 0.40 -0.39 -0.13
C 1.0969 -0.8340 0.1726 0.13 1.35 1.33
C -2.6354 7.0842 1.3122 0.53 0.57 -0.15
C -4.8166 1.4087 -1.1947 0.96 -1.06 -0.14
C 5.2001 -3.6425 0.9751 0.12 1.61 1.07
C 0.0135 4.5761 2.6256 -0.49 0.07 0.73
C -4.6568 -3.8521 -6.0309 -0.26 -0.10 0.20
C 0.5545 -0.7930 5.6575 1.21 1.21 0.02
C 5.2519 7.6711 1.5907 0.65 0.33 0.54
C 4.5433 6.9959 0.4574 1.74 -0.84 -1.28
C -3.1916 4.8908 2.2383 -0.45 -0.75 0.60
C 8.6596 -4.8828 1.9343 2.03 -0.13 -0.75
C 1.0542 0.0208 -7.8378 2.17 -1.08 1.28
C -7.4541 3.5490 6.8347 -0.62 0.59 -0.13
C 1.4082 -4.9325 -2.7049 -0.34 -0.44 0.88
C 3.1917 -1.9402 -4.8051 0.17 -0.15 -1.02
C -1.3293 -2.8835 -6.7223 -0.25 -1.15 1.29
C -5.4726 3.6182 5.3912 -1.53 0.25 -0.29
C 1.8205 -2.9548 5.9419 -0.08 1.79 -0.52
C -3.0196 -2.5791 -4.8565 -0.30 -1.29 -0.77
C 3.0810 -2.6255 -6.1882 -0.79 0.38 0.93
C -0.6163 3.4064 3.4619 0.04 -0.39 -0.90
C 1.2694 5.0048 3.4469 -2.46 0.36 -0.03
C -3.9875 0.1025 -1.4108 -0.16 0.40 -1.18
C -6.7172 2.7445 -2.3308 0.91 -1.36 0.27
C -0.7897 -2.7707 6.2291 1.29 -0.78 -0.20
C -0.9540 5.0193 -5.6825 0.19 -0.21 0.25
H 5.8139 4.5902 -5.6658 -0.11 0.25 -0.58
H -5.7798 4.0913 0.2260 -0.16 -0.31 -0.33
H 0.4534 -0.4655 6.7014 0.67 -0.54 0.04
H 3.4641 -2.6624 -4.0474 -0.26 -0.30 0.32
H 6.3259 7.7873 1.3598 -0.33 -0.30 0.25
H -0.0598 -3.4444 1.2784 -0.05 0.05 0.71
H -1.4308 -5.4446 4.0999 -0.14 0.49 0.40
H -5.3185 4.2332 4.4748 0.56 -0.83 0.38
H 0.8364 -8.0768 -5.4134 -0.13 0.52 0.15
H -2.2204 -3.0767 -7.3341 0.44 0.01 -0.14
H -5.5224 -3.7319 -6.7003 0.29 0.01 0.32
H 0.9768 4.9837 0.7397 -0.11 0.34 0.22
H 4.4621 2.8890 0.3328 -0.40 0.49 0.73
H 4.4706 -6.7097 2.4438 0.20 0.21 0.50
H 4.7822 -1.4886 1.4950 0.24 -1.09 0.38
H -4.9444 -4.0537 5.3848 -0.09 0.07 -0.85
H -1.7731 7.6668 1.0033 -0.02 0.51 -0.21
H 0.4657 3.1604 -2.7291 -0.32 -0.38 0.24
H -0.6559 -2.4833 7.2979 -0.11 -0.53 -0.63
H 3.9462 3.0293 -1.3330 -0.26 -0.10 -0.08
H 4.8789 7.4337 -0.4977 -0.38 0.29 0.22
H -0.5169 -2.4810 -7.2999 0.13 0.57 -0.32
H 1.7774 0.8133 -7.7014 -0.02 0.75 0.02
H 2.0318 1.3946 -3.2711 0.37 0.19 -0.28
H -1.8526 -4.6476 6.5128 -0.08 -0.14 0.04
H 6.2329 -3.9372 4.2363 -0.07 0.21 -0.17
H 1.5028 -0.4649 5.1985 -0.25 0.37 0.55
H -3.0995 3.7854 2.0977 -0.25 0.89 -0.09
H -1.5236 2.8851 3.0807 0.84 0.64 -0.07
H -1.7491 -0.1853 3.4326 -0.28 -0.16 -0.38
H -1.9462 5.3775 -5.3814 0.19 0.21 0.39
H -3.7507 -1.8399 3.1839 -0.67 -0.43 -0.71
H 0.8885 -1.1966 2.7812 -0.23 -0.32 0.20
H 0.8321 -5.6450 2.9412 -0.08 -0.26 -0.12
H 2.3070 -1.0832 -1.4296 -0.72 0.15 -0.07
H 7.2058 3.9467 -2.4882 0.00 0.28 0.11
H -0.5410 -4.5432 -1.7515 0.68 -0.60 -0.30
H -3.2147 -2.0667 -3.9369 -0.18 0.61 0.57
H -7.3199 4.0807 1.0126 -0.31 -0.06 0.33
H -8.1010 1.3297 -1.4830 -0.04 -0.31 -0.03
H 6.8704 -6.4874 3.3223 -0.02 0.26 -0.55
H -4.6262 -0.7347 -1.6670 -0.27 -0.10 -0.14
H -1.9897 1.1720 2.3288 -0.25 -0.72 -0.29
H -0.2588 5.8550 -5.8895 -0.55 -0.38 0.20
H 4.1039 -4.0351 -7.1905 0.14 -0.34 -0.30
H -6.6619 -2.4557 5.2646 -0.76 -0.07 0.11
H -1.7208 -2.3536 5.8673 0.06 1.10 -0.18
H 0.1438 0.6384 -2.2650 0.42 -0.59 0.64
H -8.1072 0.3710 0.7330 -0.07 0.52 0.11
H 1.4623 -6.3361 -0.9370 -0.26 0.18 -0.29
H -1.1591 4.4989 -6.6241 0.41 -0.38 0.02
H -4.1957 3.4664 -0.6638 -0.34 -0.10 -0.12
H -5.6720 1.5839 3.3623 -0.39 -0.18 0.92
H -4.0464 -3.2251 2.0776 0.22 -0.27 0.24
H 1.5203 5.9975 3.1201 0.80 0.30 -0.27
H -3.3566 -0.2323 -0.6154 0.28 0.20 0.96
H -2.1782 -1.1217 -6.1326 -0.35 1.16 0.03
H 2.1686 -3.2165 -6.2463 -0.29 -0.53 0.53
H 4.8785 8.6857 1.7270 -0.18 -0.09 0.20
H 6.6744 -6.5394 1.5288 0.69 0.06 -0.13
H -0.3936 3.3901 -0.6634 -0.29 0.45 1.12
H 5.3366 3.0585 -6.0672 0.01 0.04 -0.42
H 0.1144 0.2475 -7.3883 -0.89 0.45 -0.51
H -3.0568 2.7607 -1.7290 -0.47 -0.67 -0.24
H -3.8625 -4.3521 -6.5690 0.17 -0.39 -0.32
H 1.2496 3.4133 1.3411 -0.59 -0.08 0.05
H -5.8786 3.2112 1.7369 -0.82 0.46 -0.72
H 1.9238 2.8111 -4.4316 0.36 -0.35 -0.02
H 2.4606 -7.9430 -5.9900 0.16 0.56 0.60
H 5.1933 -2.4786 2.9160 0.06 -0.18 -0.14
H -4.1475 5.2720 1.8663 -0.08 -0.52 -0.11
H -5.3712 -2.7433 -0.0828 1.01 -0.84 -0.45
H 3.6470 -2.6641 2.1230 -0.37 0.03 0.14
H -3.0432 7.5348 2.2203 -0.12 -0.08 -0.14
H 2.0058 -4.3897 3.0569 -0.53 0.51 0.25
H 2.2604 -2.4248 6.8043 -0.56 -0.31 -0.06
H -1.1485 -0.9490 0.1169 0.24 -0.36 0.20
H 2.3368 -4.7915 -0.9031 0.28 -0.06 0.68
H 0.8405 -1.7433 -1.6332 -0.33 -0.64 -0.17
H 0.8317 5.1221 4.4283 0.55 0.10 0.63
H 1.1484 -0.3202 -8.8358 -0.90 0.17 -1.48
H -0.0644 -3.5886 -3.0214 -0.18 -0.07 0.67
H 6.4447 0.0774 -1.2443 0.27 -0.17 0.03
H -1.5875 -3.0191 2.0764 -0.28 0.81 0.25
H 7.3388 -2.6472 3.5936 -0.19 -0.83 -0.25
H 4.4911 -3.9787 -5.5988 -0.19 0.38 -0.63
H 5.0853 -3.7761 -1.2439 0.03 0.15 0.01
H 3.0160 -6.1844 -1.7856 -0.69 0.44 -0.02
H -4.9704 4.0906 6.2327 0.35 0.00 0.16
H -4.9400 -4.5266 -5.1785 0.13 0.78 -0.39
H -0.2191 -0.1941 5.2095 -0.62 -0.24 -0.78
H 4.4777 2.3151 -3.3124 0.28 0.46 -0.09
H -7.1214 3.0592 -3.3316 -0.03 -0.71 1.05
H 2.8466 -2.0698 -8.2782 -0.11 -0.41 -0.09
H 5.5120 -0.5459 -2.5657 0.07 0.63 -0.69
H -3.3850 7.0911 0.4985 0.32 -0.14 0.49
H 5.6357 4.7683 -2.7899 -0.26 -0.45 0.09
H 2.1385 -4.2094 -3.1129 -0.23 -0.21 0.25
H 2.0661 0.1371 1.9949 0.34 -0.29 -0.63
H -3.5307 0.7873 4.9705 0.07 0.52 -0.44
H -4.8551 -5.0217 4.0098 0.10 1.69 0.49
H -3.2199 2.1990 -0.0882 0.24 -0.15 0.25
H -7.4717 2.4994 7.2146 0.08 0.49 -0.75
H 2.1792 1.2030 0.6259 0.05 -0.68 -0.44
H -2.2919 5.0252 -0.5201 -0.57 -0.04 -0.12
H -5.1386 -1.8264 5.3794 0.51 0.97 -0.30
H -1.2649 1.4835 -2.1513 -0.26 0.20 0.41
H 1.2908 -5.1155 4.5109 0.07 0.11 0.20
H -0.7662 5.7836 -0.2128 -0.30 0.38 0.29
H 5.0846 5.0174 1.3492 -0.16 0.53 -0.71
H 3.2144 -0.3306 0.6591 -0.19 0.46 0.18
H 5.4534 -2.1450 -0.5457 0.37 0.14 -0.29
H 7.9571 -4.1739 4.2704 -0.01 0.25 0.31
H -1.0321 -0.9528 -3.9136 -0.13 0.77 0.04
H -3.3008 0.2677 -2.2631 -0.34 -0.04 0.20
H -8.4619 3.9607 6.7061 -0.12 -0.63 0.32
H 4.7245 -5.1587 3.4250 0.10 -0.98 -1.23
H 7.2127 2.8660 -4.6772 0.13 -0.06 0.24
H -6.4066 -1.0714 4.1907 0.72 -0.01 0.48
H 8.0317 -2.7258 0.4266 -0.54 -0.07 0.23
H -0.8783 3.7522 4.4455 -0.07 0.36 0.49
H -6.7699 -2.5528 0.8894 -0.42 -0.29 0.52
H -6.1342 3.5748 -1.9810 0.08 0.86 0.20
H -2.5098 -0.4924 1.8002 0.02 -0.02 0.07
H 9.2873 -5.5024 2.6065 -0.92 0.18 0.29
H 4.8585 0.6200 -1.3927 -0.83 0.18 -0.09
H -7.4323 1.2936 2.1171 -0.36 -0.02 -0.38
H -4.9677 0.1141 1.2225 0.19 -0.80 0.74
H 2.2936 -1.3866 -4.5429 -0.03 -0.09 0.10
H 5.1327 7.0703 2.5204 0.10 0.56 -0.41
H 2.0395 4.2565 3.4563 0.41 -0.13 -0.22
H -6.1914 -1.2630 -0.0532 -0.12 1.36 -0.42
H -2.8117 -3.6374 -4.5726 0.20 0.55 -0.15
H -1.1955 -4.6453 1.8381 0.18 -0.10 -0.04
H 0.1750 2.6516 3.5840 -0.25 0.02 -0.01
H -3.6637 2.1769 3.7611 -0.08 -0.47 0.42
H -1.2399 2.4056 -5.1712 0.37 -0.34 -0.29
H -0.5272 0.6380 -0.0094 0.12 1.03 -0.33
H -7.0358 4.1685 7.6307 0.55 0.05 -0.03
H 2.9001 6.5755 1.4029 -0.78 -0.31 0.23
H 2.6302 -2.9468 5.2040 -0.39 0.24 -0.29
H 5.3628 1.3502 -4.4650 -0.04 -0.52 -0.20
H 6.1572 5.5984 0.0669 0.22 -0.14 -0.37
H 3.4334 -4.8467 1.3283 -0.32 0.00 -0.49
H -2.2880 -3.8886 4.2109 0.28 0.06 -0.30
H 1.6286 -3.9640 6.1398 -0.07 -1.40 0.77
H -8.7390 2.0518 1.1258 -0.05 -0.53 0.26
H 3.8222 -2.7568 -0.4432 0.38 -0.36 -0.12
H -8.5123 2.9689 -1.0743 0.29 0.00 0.30
H -0.9316 -3.8687 -6.3546 -0.52 0.69 -0.03
H 4.8175 -5.5724 0.3501 -0.73 -0.22 0.16
H 0.0409 -1.5634 -5.0469 0.18 0.40 0.49
H 5.6052 3.2897 -0.9048 0.07 0.03 0.04
H -0.1474 -4.8459 6.0834 0.23 -0.29 0.62
H -0.7304 7.2769 3.5099 0.08 0.22 0.14
H -5.0038 1.8366 -3.2519 0.66 0.06 -0.41
H -5.3688 1.6502 6.2669 0.24 0.24 -0.27
H 3.5922 -0.8353 -7.3269 -0.41 -0.10 0.35
H -1.7371 3.1712 -3.6727 -0.32 -0.07 -0.13
H 6.9887 5.2329 -3.7345 0.21 -0.51 0.14
H -6.3206 -3.4330 3.0537 0.19 0.33 0.59
H 1.1803 -1.8471 0.6129 0.06 0.54 0.18
H -3.2305 5.0796 3.3401 0.30 -0.05 -0.79
H -7.0020 1.8314 4.3008 0.26 0.18 0.37
H 1.3752 -6.6032 -6.3092 -0.54 0.34 -0.79
H 9.3602 -4.0460 1.7370 -0.73 0.16 0.26
H 1.2763 1.1697 -4.8766 0.14 0.45 0.43
H 0.0972 -6.4850 -3.5666 0.85 0.88 0.01
H -6.1607 0.6821 -2.7691 -0.05 -0.38 0.40
H 4.0326 -1.2588 -4.8507 0.18 0.40 -0.03
H 0.5299 -5.1239 -4.6578 0.44 -0.40 0.46
H 8.6984 -5.4532 0.9802 -0.52 0.32 0.48
H -1.3191 2.9413 0.8391 0.40 0.61 -0.40
H -3.0355 2.4485 5.3623 0.13 0.10 0.35
H 2.6629 6.7391 -0.2266 -0.40 -0.59 -0.48
```
Forces are in eV/Å.